DFT (ωB97M-V with the def2-TZVPD basis set) results for C2H4N4O in the gas phase.

Structure (XYZ):
```
11
C2H4N4O (ωB97M-V with the def2-TZVPD basis set)
O -2.4267 0.5016 -0.3970
N 0.4593 -1.2814 0.4660
N -0.1092 0.7320 -0.4343
N -0.9237 -1.1576 0.3128
N 2.1641 0.3604 -0.1013
C 0.8700 -0.1143 0.0016
C -1.1920 0.0464 -0.1899
H -1.6032 -1.8056 0.6866
H 2.1595 1.3725 -0.0751
H -2.2747 1.3920 -0.7529
H 2.8768 -0.0460 0.4837
```

Values from the calculation:
- strongest force on any atom (eV Å⁻¹) = 0.51
- energy relative to the best compared isomer or geometry (same formula, charge and spin) (eV) = 0.258
- HOMO level (eV) = -8.6
- gap between HOMO and LUMO (eV) = 9.39
- E_LUMO (Eh) = 0.0285
- energy (hartree) = -372.89083
- structure (SMILES) = Nc1n[nH]c(O)n1

Atomic partial charges in e from the Mulliken method, atoms 1 to 8: O -0.50; N -0.73; N -0.59; N 0.17; N -0.46; C 0.46; C 0.53; H 0.24